# 1
C11H24IN3NaOTa | ωB97M-V with the def2-TZVPD basis set

net charge: +2
HOMO (alpha / beta): -0.5652 / -0.5651 Ha
HOMO-LUMO gap (alpha / beta): 4.89 / 4.89 eV
total energy: -1189.46719 Ha

XYZ file:
```
42
C11H24IN3NaOTa, DFT ωB97M-V with the def2-TZVPD basis set
N 2.0859 -0.0405 1.5522
C 3.1435 0.7392 1.8338
O 4.1569 0.7451 2.6581
Na 2.7222 -0.5041 3.5513
Ta 0.4918 -0.8916 1.1333
N 0.2106 -1.9472 -0.5923
N -0.8246 0.5647 1.0582
C 0.4511 -1.4672 -1.9916
C -0.5216 2.0237 1.1482
C 0.5065 -2.6458 -2.9875
C -0.6855 -0.5328 -2.5025
C 1.7640 -0.7139 -2.0332
C -0.0564 2.3630 2.5487
C -1.7725 2.8393 0.7914
C 0.5714 2.3519 0.1310
H 1.2661 -3.3778 -2.6934
H 0.8196 -2.2913 -3.9763
H -0.4675 -3.1097 -3.1977
H -1.6521 -1.0613 -2.6082
H -0.3963 -0.1249 -3.5000
H -0.8580 0.3070 -1.8030
H 1.7432 0.1876 -1.4158
H 2.0021 -0.4730 -3.0721
H 2.5481 -1.4055 -1.6962
H -0.8054 2.1014 3.2967
H 0.1504 3.4332 2.6143
H 0.8738 1.8321 2.7531
H -2.5629 2.7453 1.5559
H -2.1620 2.5384 -0.1970
H -1.5245 3.9125 0.7150
H 0.7551 3.4386 0.1493
H 0.2552 2.0748 -0.8898
H 1.5165 1.8494 0.4076
C -0.7831 -3.0358 -0.5477
H -1.0560 -3.2994 0.4560
H -1.6482 -2.7736 -1.1215
H -0.3750 -3.9521 -1.0043
C -2.2036 0.1159 1.4388
H -2.1973 -0.9700 1.6368
H -2.5726 0.6074 2.3610
H -2.9816 0.2909 0.6718
I 0.0726 -2.4437 3.3676
```


# 2
C11H24N9O6 | ωB97M-V with the def2-TZVPD basis set

net charge: +1
energy relative to the best compared isomer or geometry (same formula, charge and spin): 0.0 kJ/mol
HOMO: -0.4280 Ha
HOMO-LUMO gap: 6.62 eV
total energy: -1377.57384 Ha

XYZ file:
```
50
C11H24N9O6, DFT ωB97M-V with the def2-TZVPD basis set
C 7.8989 -0.4266 -0.3893
O 7.5368 0.9808 -0.2382
C 6.5499 1.1447 0.7922
O 6.7105 1.8927 1.7852
C 5.1571 0.3389 0.5867
C 5.0346 -1.1775 1.0195
C 3.7263 -1.9694 0.7885
N 2.6072 -1.2894 0.1717
C 2.6449 0.1298 -0.2321
C 3.9127 0.9972 -0.0647
H 7.9914 -0.8511 0.6863
H 7.0573 -1.0532 -0.8838
H 8.8401 -0.6010 -1.0074
H 5.9942 -1.6182 1.4772
H 3.7111 -3.0749 1.0960
H 1.7518 -1.8639 0.0256
H 1.6952 0.5322 -0.7144
H 3.9068 2.0932 -0.4239
C -0.8059 -0.9634 -2.4148
O 0.2360 -1.3562 -1.8927
N -0.8189 -0.0644 -3.4281
N -2.0237 -1.3925 -2.0253
H -1.6580 0.2696 -3.8691
H 0.0721 0.2797 -3.7481
H -2.0569 -2.0629 -1.2741
H -2.8855 -1.0825 -2.4396
C -2.5587 3.0174 -1.3135
O -3.3553 2.0925 -1.3974
N -2.7544 4.0796 -0.4999
N -1.4074 3.0550 -2.0324
H -2.1124 4.8468 -0.4175
H -3.6011 4.0874 0.0515
H -1.2283 2.2792 -2.6504
H -0.7389 3.8022 -1.9807
C -4.5431 -4.0314 -0.2124
O -5.0291 -3.1808 -0.9418
N -4.1847 -5.2600 -0.6594
N -4.3198 -3.8210 1.1091
H -3.7845 -5.9728 -0.0766
H -4.3356 -5.4549 -1.6362
H -4.5740 -2.9194 1.4794
H -3.9223 -4.5064 1.7255
C -3.9998 2.8709 2.9500
O -4.4888 3.7206 2.2219
N -3.6349 1.6457 2.4985
N -3.7797 3.0788 4.2711
H -3.2319 0.9332 3.0791
H -3.7837 1.4536 1.5191
H -4.0384 3.9783 4.6435
H -3.3794 2.3940 4.8860
```


# 3
C11H24O11V | ωB97M-V with the def2-TZVPD basis set

net charge: -3
energy relative to the best compared isomer or geometry (same formula, charge and spin): 161.9 kJ/mol
HOMO: 0.1054 Ha
HOMO-LUMO gap: 3.08 eV
total energy: -2205.00514 Ha

XYZ file:
```
47
C11H24O11V, DFT ωB97M-V with the def2-TZVPD basis set
O 2.3067 -0.4330 -1.1011
V 1.6510 0.7359 -1.9724
O 0.0645 0.4733 -1.9588
C 1.4212 3.4220 -0.8912
O 2.1531 4.4983 -0.7853
O 1.3036 2.9925 -2.1054
O 1.8910 2.4574 -0.1794
C 3.4527 0.4800 -4.0142
O 3.5121 1.4649 -3.2056
O 4.4690 -0.0007 -4.6183
O 2.5612 -0.3462 -3.7042
C -1.9617 1.4332 1.2758
C -0.9946 0.8242 2.2559
C -0.2917 1.8903 3.0579
O -1.6086 -0.0884 3.1536
H -2.4596 2.3939 1.4361
H -2.8909 0.8928 1.0600
H -1.4223 1.4795 0.3318
H -0.2152 0.2621 1.7350
H 0.4250 1.5373 3.8030
H -1.0206 2.4628 3.6423
H 0.2568 2.6297 2.4726
H -1.9540 -0.8091 2.6205
C -3.5492 0.0170 -2.2391
C -4.0274 -0.5866 -3.5941
C -3.1064 -0.2311 -4.7334
O -4.1950 -1.9778 -3.5514
H -4.1451 -0.4051 -1.4269
H -3.6157 1.0968 -2.3527
H -2.5220 -0.3197 -2.0952
H -4.9813 -0.1454 -3.9125
H -3.2980 -0.8951 -5.5788
H -2.0369 -0.3437 -4.5351
H -3.1456 0.8169 -5.0351
H -4.1611 -2.3122 -2.6531
C 2.3874 -2.7989 4.3253
C 2.5869 -2.3929 2.8688
C 2.6389 -0.8792 2.6318
O 3.7126 -3.0945 2.3202
H 3.1582 -2.2757 4.9030
H 2.4772 -3.8800 4.4247
H 1.4994 -2.3226 4.7430
H 1.6929 -2.7380 2.3421
H 1.6742 -0.4679 2.9372
H 2.8026 -0.5896 1.5942
H 3.3751 -0.3689 3.2582
H 4.1294 -3.5584 3.0502
```


# 4
C11H24O4 | ωB97M-V with the def2-TZVPD basis set

net charge: 0
energy relative to the best compared isomer or geometry (same formula, charge and spin): 0.0 kJ/mol
HOMO: -0.3655 Ha
HOMO-LUMO gap: 10.80 eV
total energy: -734.44527 Ha
structure (SMILES): CCCC[C@H](OCCC)OCCOCO

XYZ file:
```
39
C11H24O4, DFT ωB97M-V with the def2-TZVPD basis set
C 3.3757 -2.0890 0.2134
C 2.1574 -1.2090 -0.0638
C 1.3376 -1.6998 -1.2549
C -0.1217 -1.2278 -1.2698
C -0.2469 0.2632 -1.4954
O -0.0739 0.8908 -0.2487
C 0.1039 2.2995 -0.3070
C 1.3436 2.7061 0.4775
C 1.3746 2.1715 1.9087
O -1.4508 0.6848 -2.0893
C -2.6435 0.0364 -1.6984
C -2.9370 0.0978 -0.2086
O -2.8835 -1.2189 0.3335
C -2.7271 -1.2402 1.7173
O -1.4022 -0.9950 2.1158
H 4.0976 -1.5562 0.8301
H 3.0817 -2.9838 0.7601
H 3.8657 -2.3924 -0.7102
H 2.4823 -0.1846 -0.2438
H 1.5185 -1.1812 0.8181
H 1.3275 -2.7910 -1.2617
H 1.8179 -1.3823 -2.1839
H -0.6532 -1.7671 -2.0516
H -0.5783 -1.4809 -0.3108
H 0.5386 0.6036 -2.1793
H -0.7899 2.7805 0.0988
H 0.2091 2.6217 -1.3436
H 1.3747 3.7966 0.4757
H 2.2161 2.3643 -0.0807
H 0.8967 2.8718 2.5920
H 0.8742 1.2103 1.9757
H 2.4019 2.0410 2.2431
H -3.4335 0.5412 -2.2499
H -2.6560 -1.0111 -2.0057
H -3.9366 0.5041 -0.0269
H -2.2095 0.7441 0.2800
H -2.9789 -2.2440 2.0445
H -3.4103 -0.5226 2.1861
H -1.2627 -0.0523 2.2137
```


# 5
C11H24O4Si | ωB97M-V with the def2-TZVPD basis set

net charge: 0
energy relative to the best compared isomer or geometry (same formula, charge and spin): 0.0 kJ/mol
HOMO: -0.3573 Ha
HOMO-LUMO gap: 10.58 eV
total energy: -1024.07166 Ha
structure (SMILES): CCOC(=O)CCC[Si](C)(OCC)OCC

XYZ file:
```
40
C11H24O4Si, DFT ωB97M-V with the def2-TZVPD basis set
O -1.5948 0.5338 2.8796
O -0.1977 2.1786 3.5087
O 0.4458 -2.6332 -1.8650
O 0.0338 0.1012 -1.8125
C -0.5953 1.1819 2.6758
C -2.3775 3.0709 4.1734
C 1.1729 -3.0922 -4.1461
C 1.2772 1.6388 -3.3154
C -1.1321 2.3108 4.5684
C 0.1063 -2.4914 -3.2281
C 1.2028 0.8727 -2.0039
C 0.2967 0.8141 1.5249
C 0.8115 -0.5670 1.8218
C -1.6606 -1.4045 -0.3205
C 1.3512 -1.2463 0.5826
Si 0.1348 -1.2972 -0.8792
H -3.1016 3.1445 4.9952
H -2.1355 4.0687 3.8020
H -2.8862 2.5316 3.3785
H 2.1105 -2.5509 -3.9531
H 0.8968 -3.0359 -5.2158
H 1.3518 -4.1279 -3.8995
H 2.2074 2.1426 -3.4730
H 0.5142 2.3819 -3.3128
H 1.1939 0.9078 -4.1610
H -1.3547 1.2881 4.8674
H -0.6512 2.8084 5.4218
H -0.8722 -3.0032 -3.3667
H -0.1011 -1.4310 -3.3965
H 2.0459 0.1744 -1.9360
H 1.2448 1.5168 -1.1188
H 1.1269 1.5232 1.3782
H -0.2978 0.8523 0.6006
H 1.5430 -0.5283 2.6208
H -0.0117 -1.1554 2.2747
H -1.7595 -0.9114 0.6190
H -2.3617 -1.0731 -1.0774
H -1.8608 -2.4506 -0.1911
H 1.6318 -2.2837 0.7557
H 2.2519 -0.7597 0.2232
```


What is the formula in the third record?
C11H24O11V


What is the formula in the first record?
C11H24IN3NaOTa


Repeat the third record exactly.
C11H24O11V | ωB97M-V with the def2-TZVPD basis set

net charge: -3
energy relative to the best compared isomer or geometry (same formula, charge and spin): 161.9 kJ/mol
HOMO: 0.1054 Ha
HOMO-LUMO gap: 3.08 eV
total energy: -2205.00514 Ha

XYZ file:
```
47
C11H24O11V, DFT ωB97M-V with the def2-TZVPD basis set
O 2.3067 -0.4330 -1.1011
V 1.6510 0.7359 -1.9724
O 0.0645 0.4733 -1.9588
C 1.4212 3.4220 -0.8912
O 2.1531 4.4983 -0.7853
O 1.3036 2.9925 -2.1054
O 1.8910 2.4574 -0.1794
C 3.4527 0.4800 -4.0142
O 3.5121 1.4649 -3.2056
O 4.4690 -0.0007 -4.6183
O 2.5612 -0.3462 -3.7042
C -1.9617 1.4332 1.2758
C -0.9946 0.8242 2.2559
C -0.2917 1.8903 3.0579
O -1.6086 -0.0884 3.1536
H -2.4596 2.3939 1.4361
H -2.8909 0.8928 1.0600
H -1.4223 1.4795 0.3318
H -0.2152 0.2621 1.7350
H 0.4250 1.5373 3.8030
H -1.0206 2.4628 3.6423
H 0.2568 2.6297 2.4726
H -1.9540 -0.8091 2.6205
C -3.5492 0.0170 -2.2391
C -4.0274 -0.5866 -3.5941
C -3.1064 -0.2311 -4.7334
O -4.1950 -1.9778 -3.5514
H -4.1451 -0.4051 -1.4269
H -3.6157 1.0968 -2.3527
H -2.5220 -0.3197 -2.0952
H -4.9813 -0.1454 -3.9125
H -3.2980 -0.8951 -5.5788
H -2.0369 -0.3437 -4.5351
H -3.1456 0.8169 -5.0351
H -4.1611 -2.3122 -2.6531
C 2.3874 -2.7989 4.3253
C 2.5869 -2.3929 2.8688
C 2.6389 -0.8792 2.6318
O 3.7126 -3.0945 2.3202
H 3.1582 -2.2757 4.9030
H 2.4772 -3.8800 4.4247
H 1.4994 -2.3226 4.7430
H 1.6929 -2.7380 2.3421
H 1.6742 -0.4679 2.9372
H 2.8026 -0.5896 1.5942
H 3.3751 -0.3689 3.2582
H 4.1294 -3.5584 3.0502
```


Which formula does entry 1 have?
C11H24IN3NaOTa